Entry 1:
C13H19BrDySi as an isolated structure in a non-equilibrium geometry. Source: the Open Molecules 2025 dataset; level of theory: ωB97M-V with the def2-TZVPD basis set.

Atoms and positions in Å:
Dy -0.74 -0.35 -0.06
Br 0.33 -2.10 1.59
Si -0.38 0.23 2.55
C 3.25 -0.36 -1.56
C -1.18 -2.34 -1.50
C -0.93 -1.24 -2.44
C 2.47 1.79 -1.96
C -1.92 -0.24 -2.23
C -2.36 -1.98 -0.76
C 0.13 1.70 1.42
C 2.54 -0.35 -2.82
C -2.78 -0.68 -1.14
C 2.02 0.97 -3.01
C 3.25 0.99 -1.07
C 0.29 0.31 4.24
C -2.23 0.01 2.42
H -0.60 -3.27 -1.46
H 2.45 -1.19 -3.50
H -2.86 -2.57 -0.02
H -2.69 0.69 1.66
H -3.62 -0.12 -0.70
H 2.21 2.86 -1.79
H -2.56 -1.05 2.30
H -0.21 -1.29 -3.29
H 1.39 0.33 4.26
H -0.09 -0.55 4.83
H 1.24 1.77 1.35
H 3.70 -1.25 -1.07
H -0.27 2.43 2.13
H -2.07 0.67 -2.80
H 1.42 1.29 -3.87
H 3.76 1.34 -0.18
H -0.11 1.25 4.65
H -2.50 0.37 3.43
H -0.33 1.93 0.42

Results
- molecular weight (g/mol) = 445.785
- largest force on an atom (eV/A) = 4.0
- 2S+1 = 6
- HOMO level (spin up / spin down) (hartree) = -0.063 / -0.101
- E (eV) = -115790.290
- frontier orbital gap (spin up / spin down) (eV) = 4.2 / 5.2
- net charge = -1
- ΔE to the lowest compared entry with this formula, charge and spin (kcal/mol) = 24.9

And the Löwdin charges, in e, turn out to be:
1 Dy 0.93
2 Br 0.12
3 Si 0.17
4 C -0.20
5 C -0.24
6 C -0.20
7 C -0.25
8 C -0.24
9 C -0.30
10 C -0.30
11 C -0.22
12 C -0.32
13 C -0.24
14 C -0.24
15 C -0.24
16 C -0.29
17 H 0.10
18 H 0.05
19 H 0.09
20 H 0.03
21 H 0.10
22 H 0.06
23 H 0.03
24 H 0.10
25 H 0.04
26 H 0.04
27 H 0.04
28 H 0.06
29 H 0.02
30 H 0.09
31 H 0.06
32 H 0.05
33 H 0.03
34 H 0.03
35 H 0.01

---

Entry 2:
C29H35FeN9 as an isolated structure. Source: the Open Molecules 2025 dataset; level of theory: ωB97M-V with the def2-TZVPD basis set.

Atoms and positions in Å:
Fe 0.25 -0.96 0.08
N -0.59 -1.11 -1.83
N -2.81 -1.11 2.84
N -0.55 1.30 0.08
N 4.43 -0.61 -0.24
N -1.25 -3.02 0.08
N 2.19 -1.28 0.08
N 2.77 0.94 0.24
N -2.38 -1.46 -3.08
N -0.82 -0.96 1.90
C 3.77 -2.84 -1.00
C 4.90 -1.98 -0.47
C -1.93 1.61 0.36
C -1.94 -1.65 1.98
C -1.76 -0.33 -3.62
C -2.27 2.77 1.04
C 3.70 2.07 0.31
C 4.87 1.77 -0.59
C -0.05 1.73 -4.19
C -4.26 1.04 0.18
C -2.13 -2.94 1.25
C -2.09 0.49 -4.70
C 2.58 -2.69 -0.08
C -0.49 2.00 4.14
C -2.22 0.02 3.39
C -1.91 -3.10 -1.23
C -1.21 1.52 -4.96
C -0.06 1.08 3.20
C -0.63 -0.13 -2.84
C -2.66 0.94 4.34
C -3.60 3.06 1.29
C -0.96 0.09 2.81
C -4.60 2.20 0.85
C 5.45 0.44 -0.17
C -1.78 1.93 4.69
C 3.14 -0.35 0.03
C -1.64 -1.87 -2.04
C 0.26 0.90 -3.13
C -2.93 0.74 -0.06
H -3.73 -1.46 3.05
H 4.04 2.22 1.34
H -0.36 1.43 -0.92
H 5.29 -2.39 0.47
H -2.99 -3.26 -1.13
H -3.86 3.97 1.82
H 1.17 1.03 -2.56
H 5.72 -1.93 -1.17
H 1.92 1.02 0.78
H -2.07 2.67 5.43
H 5.84 0.49 0.85
H 3.50 -2.52 -2.01
H 6.27 0.14 -0.82
H -1.52 -3.96 -1.78
H -1.87 -3.75 1.95
H 2.79 -3.13 0.90
H -5.04 0.36 -0.16
H 0.19 2.78 4.48
H 4.09 -3.88 -1.05
H 0.04 1.97 0.56
H -2.65 -0.18 -0.57
H -1.49 3.45 1.38
H -1.42 2.19 -5.79
H -3.64 0.87 4.79
H -2.97 0.32 -5.31
H 1.72 -3.23 -0.49
H -5.64 2.44 1.03
H 0.61 2.53 -4.46
H 4.54 1.71 -1.63
H 0.95 1.11 2.82
H 3.17 2.97 0.00
H -3.22 -1.90 -3.42
H -0.63 -3.81 0.18
H 5.62 2.55 -0.52
H -3.18 -3.08 0.99

Results
- molecular weight (g/mol) = 565.507
- largest force on an atom (eV/A) = 0.8
- 2S+1 = 5
- HOMO level (spin up / spin down) (hartree) = -0.507 / -0.509
- E (eV) = -78430.913
- frontier orbital gap (spin up / spin down) (eV) = 9.2 / 9.2
- net charge = +2
- ΔE to the lowest compared entry with this formula, charge and spin (kcal/mol) = 3.3

And the Löwdin charges, in e, turn out to be:
1 Fe 0.84
2 N 0.07
3 N 0.20
4 N 0.07
5 N -0.02
6 N -0.06
7 N -0.06
8 N 0.08
9 N 0.20
10 N 0.08
11 C -0.15
12 C -0.12
13 C -0.29
14 C -0.30
15 C -0.17
16 C -0.03
17 C -0.16
18 C -0.15
19 C -0.05
20 C -0.07
21 C -0.09
22 C 0.01
23 C -0.21
24 C -0.06
25 C -0.17
26 C -0.09
27 C -0.05
28 C -0.03
29 C -0.23
30 C 0.01
31 C -0.05
32 C -0.23
33 C -0.07
34 C -0.12
35 C -0.06
36 C -0.35
37 C -0.32
38 C -0.03
39 C -0.05
40 H 0.18
41 H 0.13
42 H 0.07
43 H 0.14
44 H 0.13
45 H 0.12
46 H 0.11
47 H 0.13
48 H 0.08
49 H 0.12
50 H 0.14
51 H 0.13
52 H 0.13
53 H 0.15
54 H 0.15
55 H 0.13
56 H 0.11
57 H 0.11
58 H 0.13
59 H 0.08
60 H 0.08
61 H 0.12
62 H 0.12
63 H 0.12
64 H 0.12
65 H 0.10
66 H 0.11
67 H 0.12
68 H 0.13
69 H 0.10
70 H 0.12
71 H 0.18
72 H 0.12
73 H 0.13
74 H 0.13

---

Entry 3:
C33H46BrCaN3P2Se as an isolated structure in a non-equilibrium geometry. Source: the Open Molecules 2025 dataset; level of theory: ωB97M-V with the def2-TZVPD basis set.

Atoms and positions in Å:
Br -6.98 2.96 1.36
Se -0.93 -1.55 2.01
Ca 0.09 0.05 -0.25
P -1.28 -1.35 -1.62
P 2.30 -0.49 -0.84
N -1.96 -0.77 4.44
N 2.95 4.34 -2.98
N 0.24 -0.32 4.20
C -0.10 2.16 -0.92
C 2.89 -2.24 -0.48
C -1.04 -3.66 -3.49
C -0.37 -2.43 -2.86
C -0.14 -0.04 5.47
C -3.34 1.05 0.63
C 1.87 3.69 -0.91
C -1.18 1.76 -0.37
C 0.88 2.93 -1.60
C 4.04 -2.84 -1.30
C 5.01 0.20 0.13
C -5.18 2.59 0.82
C -2.54 2.05 0.03
C -2.94 -0.81 -4.02
C 2.61 -0.25 -2.67
C 1.58 -0.21 3.62
C -3.75 -3.00 -1.42
C -4.42 3.61 0.23
C -1.47 -0.32 5.61
C -1.39 0.26 7.93
C 3.54 0.62 0.00
C -3.10 3.33 -0.16
C -2.42 -0.30 -2.68
C 4.00 0.17 -3.17
C 2.01 3.64 -3.64
C -0.01 0.56 7.80
C -0.90 -0.78 3.60
C 0.63 0.41 6.55
C 0.98 2.94 -3.02
C -4.65 1.31 1.02
C 2.85 4.36 -1.64
C -2.44 -2.56 -0.75
C -2.13 -0.18 6.82
H -0.01 -1.73 -3.64
H 2.28 -1.18 -3.16
H -1.87 0.37 8.90
H 4.23 -3.88 -0.99
H -5.26 0.52 1.49
H 4.32 1.13 -2.73
H -2.67 -2.07 0.21
H 0.55 0.89 8.66
H 1.92 -1.21 3.27
H -4.31 -3.67 -0.74
H 1.85 3.73 0.18
H -3.55 -0.03 -4.52
H -2.92 -1.12 4.25
H 5.57 0.98 0.68
H -3.18 -0.42 6.92
H 3.11 0.79 1.01
H 0.54 -2.76 -2.31
H 3.80 -2.86 -2.38
H -0.33 -4.18 -4.16
H 1.55 0.49 2.76
H -3.58 -3.54 -2.36
H 5.11 -0.74 0.70
H 3.97 0.32 -4.27
H -3.58 -1.70 -3.92
H -1.93 -3.39 -4.09
H -1.81 -3.43 -0.50
H 0.24 2.38 -3.62
H 3.44 1.59 -0.52
H 1.88 0.52 -2.96
H -3.26 -0.01 -2.01
H 3.12 -2.25 0.60
H 5.50 0.07 -0.84
H 4.77 -0.59 -2.96
H -1.36 -4.38 -2.72
H -4.85 4.60 0.08
H 1.69 0.62 6.47
H -4.39 -2.13 -1.64
H 4.98 -2.28 -1.18
H 3.62 4.94 -1.10
H 2.09 3.64 -4.74
H -2.89 0.06 0.77
H -2.50 4.12 -0.62
H 2.31 0.17 4.36
H -2.12 -1.06 -4.71
H -1.85 0.64 -2.83
H 1.98 -2.86 -0.59

Results
- molecular weight (g/mol) = 745.642
- largest force on an atom (eV/A) = 7.2
- HOMO level (hartree) = -0.478
- E (eV) = -211826.485
- frontier orbital gap (eV) = 5.8
- net charge = +2

And the Löwdin charges, in e, turn out to be:
1 Br 0.79
2 Se 0.78
3 Ca 0.75
4 P 0.84
5 P 0.82
6 N 0.14
7 N 0.11
8 N -0.05
9 C -0.08
10 C -0.38
11 C -0.13
12 C -0.39
13 C -0.19
14 C -0.05
15 C -0.01
16 C -0.14
17 C -0.23
18 C -0.13
19 C -0.12
20 C -0.65
21 C -0.23
22 C -0.13
23 C -0.38
24 C -0.01
25 C -0.13
26 C -0.09
27 C -0.22
28 C -0.05
29 C -0.38
30 C 0.01
31 C -0.38
32 C -0.12
33 C -0.10
34 C -0.05
35 C -0.75
36 C 0.02
37 C -0.01
38 C -0.09
39 C -0.11
40 C -0.43
41 C 0.02
42 H 0.08
43 H 0.07
44 H 0.11
45 H 0.09
46 H 0.11
47 H 0.07
48 H -0.03
49 H 0.11
50 H 0.10
51 H 0.09
52 H 0.13
53 H 0.09
54 H 0.20
55 H 0.09
56 H 0.12
57 H 0.05
58 H 0.05
59 H 0.07
60 H 0.09
61 H 0.07
62 H 0.06
63 H 0.08
64 H 0.09
65 H 0.07
66 H 0.06
67 H 0.08
68 H 0.12
69 H 0.06
70 H 0.04
71 H 0.08
72 H 0.08
73 H 0.07
74 H 0.07
75 H 0.08
76 H 0.12
77 H 0.11
78 H 0.07
79 H 0.06
80 H 0.13
81 H 0.13
82 H 0.04
83 H 0.13
84 H 0.11
85 H 0.07
86 H 0.06
87 H 0.06